Entry from the OMol25 dataset: a structure of composition C13H21I4NO2PS3SeTeTi at a distorted geometry (ωB97M-V with the def2-TZVPD basis set).

Its expectation value of S² is 0.754. The calculation puts the energy above the lowest of the compared OMol25 structures with the same formula, charge and spin at 228.83 kJ/mol. Its orbital gap (spin up / spin down) is 5.89 / 6.24 eV.

Structure (ORCA input):
```
! wB97M-V def2-TZVPD RIJCOSX def2/J DEFGRID3
* xyz 0 2
C 0.57495 -2.94967 -3.02054
P -0.71345 1.67433 -1.84184
H 4.51735 -7.37137 1.33266
H 1.04145 5.35073 -2.52024
S 1.08695 0.76173 -1.55874
S 5.23805 -3.94257 2.14286
H 6.64145 -5.89047 1.77686
O -1.65655 0.73353 -0.84964
H -1.20915 4.86423 -1.53634
H 0.46255 -3.96227 -3.40044
C 0.62235 0.16173 3.71736
S -1.38835 1.87973 -3.66484
O -0.74185 2.98123 -0.90484
C 3.31965 -5.56607 1.68306
H -3.29015 3.04063 -0.93124
H 0.53555 5.92663 -0.06924
H -2.41625 2.09253 1.24806
C -3.04415 0.95053 -0.45744
H 1.55275 3.71073 -2.09754
I 1.44555 -2.90807 -0.72234
H -4.06505 1.45203 1.36046
C 3.54735 -4.25937 1.98546
H -2.68915 0.36553 1.60446
C -2.49905 -2.44027 0.82976
C 0.69915 4.33343 -2.35554
H -0.49365 4.83393 0.85606
H -4.77735 2.09263 -0.97114
Se -3.96335 -3.23597 1.14116
H 0.50895 1.07443 4.29156
C 4.50335 -6.32287 1.57166
C -0.31395 4.31323 -1.22734
I -1.08565 -1.07417 4.04006
C -3.71805 2.08163 -1.21714
Te 2.12785 -2.70777 2.11086
C 0.24975 4.88893 0.06546
C -3.05095 1.22883 1.04106
N -1.48525 -1.84507 0.64076
Ti -0.38405 -0.88237 -0.51664
H 1.50735 -0.39977 4.01616
H 0.25485 3.96113 -3.27654
I 0.84365 0.68483 1.60216
C 5.61655 -5.57957 1.79226
I -1.38665 -2.03267 -2.94684
H 2.33635 -5.97477 1.53966
H -3.55255 -0.00277 -0.67994
H 1.11985 4.31193 0.36986
H -3.61785 1.95893 -2.29294
H 1.18875 -2.36177 -3.70034
*
```

Here are the Mulliken charges for atoms 1 to 5, given in e: atom 1 (C): -1.1067, atom 2 (P): 0.4207, atom 3 (H): 0.3550, atom 4 (H): 0.4671, atom 5 (S): -0.4325



Entry from the OMol25 dataset: the molecule C13H21N3O (ωB97M-V with the def2-TZVPD basis set).

The calculation puts the energy above the lowest of the compared OMol25 structures with the same formula, charge and spin at 28.55 kJ/mol. Its SMILES is CCCCCCCCNC(=O)c1cnccn1. Its orbital gap is 9.71 eV.

Structure (ORCA input):
```
! wB97M-V def2-TZVPD RIJCOSX def2/J DEFGRID3
* xyz 0 1
C -4.55259 -1.45429 0.92084
N -1.26018 0.77257 0.77686
H -1.53368 0.08883 1.46892
N -5.41358 -0.55152 -1.09353
H 2.63798 1.80272 0.05856
C -3.32308 0.09866 -0.17964
H 6.82357 -0.45818 -2.20924
H -6.43928 -1.96038 -0.01656
H 3.55967 -0.57178 1.74114
C 3.93691 -0.56923 -0.37780
C 2.52561 1.12419 0.90667
C -5.53613 -1.36771 -0.05788
C 1.17467 0.41919 0.81014
C 6.88637 0.04343 -1.24583
H 7.22559 -1.70933 -0.06097
C 6.48603 -0.90703 -0.12362
O -1.87801 1.68716 -1.20863
C 5.11280 -1.54732 -0.33510
C 0.02191 1.42095 0.89320
H 0.08502 2.13800 0.07116
H 1.09796 -0.11984 -0.13471
H 5.13234 -2.10279 -1.27627
H 4.60702 0.73571 1.19192
H 2.53750 1.72932 1.81693
H 1.08265 -0.30581 1.62307
H 0.06721 1.96526 1.84301
C -4.31406 0.17964 -1.15781
H 6.50584 -0.37471 0.82875
H -4.64150 -2.11795 1.77022
H 4.93850 -2.26851 0.46777
H -4.20477 0.84836 -1.99937
H 3.04047 -1.13877 -0.63020
C -2.08239 0.93656 -0.27388
N -3.45132 -0.72488 0.85974
C 3.71307 0.16079 0.94485
H 6.24019 0.91693 -1.26915
H 4.09325 0.16195 -1.17211
H 7.90927 0.38504 -1.10356
*
```

Here are the Mulliken charges for atoms 1 to 5, given in e: atom 1 (C): -0.1851, atom 2 (N): -0.1133, atom 3 (H): 0.3365, atom 4 (N): -0.6035, atom 5 (H): 0.3227



Entry from the OMol25 dataset: a cluster of 6 separate species, C13H21N5O3 in total (ωB97M-V with the def2-TZVPD basis set).

The calculation puts the energy above the lowest of the compared OMol25 structures with the same formula, charge and spin at 356.27 kJ/mol. Its SMILES is COC(=O)OC.CC#N.CC#N.CC#N.CC#N.CC#N. Its orbital gap is 11.35 eV.

Structure (ORCA input):
```
! wB97M-V def2-TZVPD RIJCOSX def2/J DEFGRID3
* xyz 0 1
H 0.88683 1.50168 4.08755
H 1.18963 -5.69603 -2.19984
H 2.20192 -0.74986 -0.19820
C -5.88196 1.39407 0.21914
C 2.26943 -2.14392 2.46888
H 1.34708 3.45475 -2.95204
H -5.49471 2.85998 -1.22984
C 2.03070 -3.86540 -1.62273
H 1.81574 1.77951 -3.37510
H 2.53622 0.90191 0.46229
C 1.03303 2.52981 -3.43371
H -3.13051 1.46181 -0.22010
C 1.73679 1.68659 3.43635
H 2.00195 0.75947 2.92569
N 3.75527 2.45526 4.89990
H -2.88059 -0.20547 0.18694
H 0.83514 -5.20039 -0.54453
H 1.49868 2.40933 2.66059
N 0.50573 3.08722 -5.92305
N 3.26502 -1.63459 2.73653
C 0.99362 -2.76014 2.15014
C -2.41404 0.77948 0.24109
H 0.16685 -2.11565 2.45043
O -1.24054 0.81442 -0.56248
H 2.44500 -5.79733 -0.91350
H 0.89838 -3.67945 2.73074
O 0.88106 0.68853 -0.82959
H 2.85710 0.55838 -1.21878
H 0.88861 -2.95933 1.08695
C -6.04641 1.92939 -1.12951
O 0.03697 0.37928 1.24555
H -2.23672 1.08073 1.26481
C 0.73148 2.83381 -4.83109
C 2.19700 0.31700 -0.39041
N 2.35668 -2.80042 -1.88447
N -5.74754 0.96723 1.27806
H -7.10398 2.14087 -1.28843
H 0.14685 2.15248 -2.92998
C -0.08901 0.59997 0.06693
C 1.60967 -5.22917 -1.31416
H -5.71995 1.18968 -1.85505
C 2.86755 2.12454 4.24801
*
```

Here are the Mulliken charges for atoms 1 to 5, given in e: atom 1 (H): 0.3139, atom 2 (H): 0.3052, atom 3 (H): 0.0622, atom 4 (C): 0.3998, atom 5 (C): 0.4194



Entry from the OMol25 dataset: the molecule C13H21NO4 (ωB97M-V with the def2-TZVPD basis set).

The calculation puts the energy above the lowest of the compared OMol25 structures with the same formula, charge and spin at 22.84 kJ/mol. Its SMILES is CCCCCCN1C[C@@H](C(=O)OCC)C(=O)C1=O. Its orbital gap is 9.58 eV.

Structure (ORCA input):
```
! wB97M-V def2-TZVPD RIJCOSX def2/J DEFGRID3
* xyz 0 1
H -2.59057 -0.17373 0.81982
H 3.27618 1.97021 0.82665
H 4.22496 1.61398 -1.43337
C 2.40468 -0.22131 -0.01023
H 2.80835 -2.31979 0.11151
C -1.62736 -2.12127 -0.96599
C -2.80813 0.56783 0.05038
N -0.37512 -2.01497 -0.26167
H -2.39829 -2.23399 -0.20119
H -0.80221 0.56356 -0.73062
H -3.82259 0.38717 -0.31525
O -1.22155 -1.87314 1.85736
H -1.61080 -3.02437 -1.58712
H 5.67004 0.86698 -0.73286
C 4.88507 1.60129 -0.56949
H -1.24559 -0.89155 -2.69799
C 1.93337 -1.67068 0.09543
H 4.73989 1.25277 1.56805
C -0.29670 -1.88353 1.07587
H 0.87564 -1.26779 -1.75862
C 0.88781 -2.01749 -0.96103
C 4.09719 1.26037 0.68621
H -3.43505 1.33883 2.62998
H -1.71698 2.14500 1.01619
C -1.92864 -0.90198 -1.84539
O 1.77813 0.64282 -0.56328
H -2.99105 2.71233 -0.06359
H -2.94077 -1.02244 -2.23645
C -3.68702 2.07606 1.87121
O 1.66878 -1.71041 2.51602
C -1.81940 0.43140 -1.10510
H -4.71539 1.90731 1.55806
H 1.07382 -3.00372 -1.40316
C 1.18227 -1.75813 1.42498
O 3.55661 -0.06471 0.61765
H -2.00367 1.23272 -1.82527
H -3.62172 3.06625 2.31658
C -2.74010 1.95522 0.68404
H 5.33590 2.58291 -0.45832
*
```

Here are the Mulliken charges for atoms 1 to 5, given in e: atom 1 (H): 0.2754, atom 2 (H): 0.3041, atom 3 (H): 0.3124, atom 4 (C): 0.1443, atom 5 (H): 0.5593



Question: The highest energy above the lowest of the compared OMol25 structures with the same formula, charge and spin belongs to which entry?
Answer: C13H21N5O3



Question: Look up the energy above the lowest of the compared OMol25 structures with the same formula, charge and spin of the first one.
Answer: 228.83 kJ/mol



Question: Which of these has the lowest energy above the lowest of the compared OMol25 structures with the same formula, charge and spin?
Answer: C13H21NO4